Entry 1:
This record from the OMol25 dataset describes 12 unconnected molecules or ions with the total composition C24H37BCl33NO4P2 in a non-equilibrium geometry. The level of theory is ωB97M-V with the def2-TZVPD basis set.

Calculated values
- total charge = 0
- lowest unoccupied orbital energy (eV) = 0.248
- electronic energy (a.u.) = -17186.11816
- HOMO energy (eV) = -6.95
- relative energy (zero: lowest compared OMol25 entry of this formula, charge and spin) (kJ/mol) = 284.78
- max |F| (Eh/bohr) = 0.0629

Last column: Mulliken charge in e.
Positions of all 102 atoms, in Å:
Cl1 2.01 -5.91 8.04  -0.1437
Cl2 -0.10 4.78 1.48  -0.1071
H1 1.97 -2.00 -2.77  0.3648
H2 4.49 2.60 4.40  0.3849
H3 5.10 3.67 3.11  0.2435
C1 2.00 -0.88 -2.68  -1.5715
Cl3 -3.36 -2.01 1.27  -0.0746
Cl4 -9.95 3.52 -2.71  -0.1096
C2 -6.80 0.83 -1.79  0.3369
C3 4.49 -2.35 2.54  -0.5450
H4 -7.97 -2.81 -2.15  -0.0741
Cl5 -4.01 -0.01 -8.40  -0.1224
C4 -2.25 -3.18 1.99  -0.2198
C5 -8.50 -4.28 -6.82  0.2115
Cl6 -7.27 -3.06 -7.20  -0.0792
C6 2.95 -2.06 4.56  -0.8601
H5 2.81 -1.95 5.65  0.6891
Cl7 7.51 1.32 -4.89  -0.0975
H6 2.95 4.10 -1.71  0.2860
H7 5.54 1.71 2.06  0.3010
H8 3.03 -3.31 -0.20  0.2783
H9 1.12 -3.74 7.99  0.2374
H10 1.06 -2.00 1.55  0.3707
Cl8 7.67 -0.96 -3.09  -0.0932
Cl9 2.52 5.58 2.42  -0.0908
H11 4.43 -2.14 -0.18  0.2712
H12 -3.58 -3.30 6.99  0.1846
H13 0.97 -0.57 -2.37  0.3222
H14 9.22 0.78 -3.37  0.2915
Cl10 -2.76 -3.58 3.64  -0.0842
P1 5.50 1.84 -2.24  0.3711
H15 -4.52 -2.28 -8.69  0.2688
Cl11 -8.71 -5.39 -8.18  -0.1363
N1 4.53 1.34 -3.63  -0.4780
C7 3.42 4.61 -0.82  -0.7047
H16 -2.97 3.32 1.92  0.2814
Cl12 -3.99 -2.82 9.25  -0.1337
Cl13 -10.03 -3.51 -6.40  -0.1167
Cl14 -8.14 -4.25 -0.31  -0.1228
H17 5.33 0.78 0.11  -0.1763
H18 4.52 2.05 -4.36  0.2248
Cl15 -2.52 1.95 0.08  -0.0449
Cl16 -1.92 -1.73 7.52  -0.1027
H19 2.01 1.08 -0.31  0.6831
Cl17 2.02 -4.01 5.83  -0.0782
H20 3.95 5.52 -1.21  0.1740
H21 5.26 3.81 -3.27  0.2494
H22 -9.32 5.55 -1.71  0.3456
Cl18 -7.32 4.33 -1.79  -0.1094
H23 2.36 -0.39 -3.62  0.3484
H24 -7.08 1.82 -2.15  -0.1211
Cl19 -4.40 1.48 2.25  -0.1085
C8 2.80 1.03 -1.11  -1.2287
Cl20 0.32 5.34 4.30  -0.1326
C9 -7.70 -3.84 -1.97  0.4480
H25 5.17 -2.34 4.67  0.3722
Cl21 -0.59 -2.56 1.99  -0.0671
Cl22 -5.96 -4.01 -2.22  -0.1202
Cl23 -4.76 3.76 0.47  -0.0542
Cl24 -4.72 -1.25 6.92  -0.1156
C10 3.36 -2.28 0.12  -0.6344
H26 3.31 3.49 3.25  -0.0489
C11 8.60 0.21 -4.04  0.0464
C12 1.95 -2.07 2.27  0.0231
H27 0.52 6.81 2.48  0.3776
C13 -3.85 -1.74 -8.04  0.0683
H28 4.97 0.48 -3.98  0.2817
H29 0.73 -1.83 4.09  0.4554
O1 2.47 -1.25 -0.32  0.0082
Cl25 -6.00 1.02 -0.23  0.0413
Cl26 9.65 -0.63 -5.19  -0.1329
C14 1.16 -4.56 7.28  0.0807
C15 0.78 5.77 2.65  -0.0772
C16 -3.55 -2.39 7.59  0.1604
Cl27 -8.28 -0.12 -1.62  -0.1661
Cl28 -4.29 -2.07 -6.37  -0.0785
C17 -3.58 2.71 1.27  -0.0680
H30 -2.28 -4.09 1.40  0.3416
C18 2.95 -0.52 -1.45  0.3332
Cl29 -0.50 -5.03 6.86  -0.1123
C19 1.76 -1.98 3.71  -0.6210
B1 4.56 3.65 -0.17  0.7839
O2 5.87 3.50 -2.57  -0.5447
H31 4.19 0.80 2.94  -0.0820
C20 3.31 -2.25 1.70  0.6385
C21 4.28 -2.26 4.00  -0.5831
Cl30 -2.20 -2.28 -8.37  -0.1323
C22 4.45 1.73 2.34  0.1162
O3 3.55 1.76 1.23  -0.4656
C23 4.27 2.94 3.36  -0.8869
P2 4.36 1.75 -0.32  0.1972
H32 2.64 4.87 -0.05  0.0500
Cl31 -8.59 -4.86 -3.12  -0.1318
H33 2.42 1.63 -1.97  0.4733
Cl32 -5.72 0.09 -2.97  -0.1177
C24 -9.06 4.51 -1.55  -0.0020
H34 -8.15 -4.85 -5.97  0.1219
O4 5.61 4.32 0.50  -0.6406
H35 5.51 -2.47 2.10  0.3405
H36 4.03 -0.68 -1.70  0.2729
H37 6.48 4.08 0.15  0.3076
Cl33 -9.50 4.08 0.10  -0.1100

***

Entry 2:
This record from the OMol25 dataset describes a molecular structure, C24H37GaN3P2S in a non-equilibrium geometry. The level of theory is ωB97M-V with the def2-TZVPD basis set.

Calculated values
- total charge = +1
- lowest unoccupied orbital energy (spin up / spin down) (eV) = -2.487 / -2.487
- electronic energy (a.u.) = -4106.34729
- HOMO energy (spin up / spin down) (eV) = -6.49 / -6.49
- max |F| (Eh/bohr) = 0.0614

Last column: Mulliken charge in e.
Positions of all 68 atoms, in Å:
C1 3.38 -2.93 0.21  -0.7666
H1 6.07 -2.47 -1.43  0.3838
H2 0.82 1.28 -2.96  0.1654
H3 6.30 0.62 -2.37  0.3768
N1 4.37 -1.96 -0.26  0.0655
H4 -3.22 -1.32 4.60  0.3362
C2 0.47 2.28 3.04  -1.1802
C3 -2.44 2.57 -1.38  -1.6530
Ga1 -0.80 0.75 0.40  -0.6701
C4 -2.98 -0.87 1.21  0.3815
P1 -0.37 0.74 2.59  1.0095
S1 2.29 -0.29 -0.14  -0.5756
C5 3.99 -0.70 -0.52  0.2037
H5 1.76 -0.62 -1.35  0.2096
H6 6.64 -0.68 -1.22  0.3304
H7 0.20 3.90 0.25  0.3057
C6 -2.79 -0.64 2.61  0.6743
H8 -4.03 2.34 -3.49  0.3450
C7 5.74 -2.46 -0.38  -1.1391
H9 6.69 1.01 -0.68  0.3605
H10 -0.07 3.15 2.64  0.3448
C8 0.41 3.61 -0.80  -0.8983
C9 -4.06 -2.98 1.74  -0.7464
H11 1.46 3.31 -0.85  0.0856
H12 0.57 2.38 4.13  0.4289
H13 5.73 -3.49 -0.04  0.3414
P2 -0.65 2.22 -1.28  1.1827
H14 6.43 -1.90 0.26  0.4164
H15 4.89 2.24 -1.70  0.4292
C10 4.12 1.59 -1.28  -0.8655
H16 -2.79 2.96 -0.42  0.3022
C11 -3.93 1.37 -2.98  -0.7941
H17 -4.23 -3.47 3.85  0.3663
C12 -3.93 -0.98 -1.47  0.6605
N2 -2.47 -0.01 0.20  0.5599
C13 -3.20 1.32 -1.78  0.7974
H18 2.96 -2.63 1.18  0.2865
C14 -4.55 -0.95 -2.72  -0.7024
H19 -0.15 -1.62 3.05  0.3419
H20 0.24 4.48 -1.45  0.4251
H21 -2.65 1.51 2.86  0.3025
H22 -5.13 0.29 -4.41  0.3622
H23 -2.55 3.35 -2.14  0.5233
H24 -4.54 -3.90 1.39  0.4529
C15 -3.19 0.13 -1.01  0.2706
H25 1.47 2.27 2.59  0.2881
H26 -5.05 -1.84 -3.08  0.4403
H27 -0.86 0.75 -3.19  0.3555
C16 -4.58 0.23 -3.46  -0.8900
H28 3.88 -3.88 0.32  0.2993
H29 -0.39 2.39 -3.68  0.4372
H30 1.42 -0.86 2.78  0.1140
H31 0.57 -0.65 4.35  0.4625
C17 -0.23 1.61 -2.93  -1.1052
C18 -3.88 -2.75 3.11  -0.8964
C19 6.17 0.29 -1.33  -1.0323
C20 -2.11 0.60 3.15  -1.4986
H32 3.30 1.51 -2.01  0.2271
C21 -3.27 -1.57 3.53  -0.7855
H33 2.56 -3.03 -0.51  0.3281
H34 -5.19 -2.44 -0.61  0.4837
H35 -3.70 -3.10 -1.06  0.4501
H36 -2.06 0.55 4.25  0.4831
N3 4.74 0.29 -1.02  0.1055
C22 -4.10 -2.21 -0.62  -1.0690
C23 0.44 -0.73 3.26  -1.0556
H37 3.73 2.04 -0.36  0.2877
C24 -3.69 -2.01 0.81  0.5336

***

Entry 3:
This record from the OMol25 dataset describes a molecular structure, C24H37GeN3O9PS5Zr in a non-equilibrium geometry. The level of theory is ωB97M-V with the def2-TZVPD basis set.

Calculated values
- total charge = -2
- lowest unoccupied orbital energy (spin up / spin down) (eV) = 4.370 / 4.369
- multiplicity = 2
- electronic energy (a.u.) = -6234.61733
- ⟨S²⟩ = 0.765
- HOMO energy (spin up / spin down) (eV) = 0.37 / -0.84
- relative energy (zero: lowest compared OMol25 entry of this formula, charge and spin) (kJ/mol) = 387.25
- max |F| (Eh/bohr) = 0.0872

Last column: Mulliken charge in e.
Positions of all 81 atoms, in Å:
C1 -2.94 -2.68 2.47  -1.3956
O1 1.45 -3.18 -1.17  -0.1210
H1 -2.98 2.14 3.95  0.2824
Ge1 -3.19 1.10 1.61  1.6129
O2 -0.62 0.89 3.13  -0.3498
H2 4.66 -2.43 1.17  0.2111
H3 6.25 -1.71 0.86  0.4150
H4 -3.89 3.20 2.88  0.4522
N1 -0.40 -3.14 1.63  0.3370
C2 4.81 -1.47 -0.73  -0.0552
C3 1.54 5.37 1.04  -0.8214
H5 1.34 -3.54 -3.19  0.3663
H6 -0.37 2.25 -2.91  0.4101
H7 0.39 -4.61 -2.12  0.1866
H8 3.44 -4.55 -2.33  0.1901
C4 2.82 4.62 -1.32  -0.9367
H9 -5.78 1.34 2.15  0.4283
C5 -1.41 -3.88 1.07  -1.0831
N2 -1.12 1.92 -2.31  -0.3127
H10 -3.39 1.19 -0.96  0.3261
H11 -3.85 -2.64 3.06  0.3097
H12 -1.64 0.71 -4.51  0.4762
S1 1.86 -1.19 0.65  -0.4525
C6 -2.13 -0.54 1.34  -0.8526
C7 -1.77 -2.11 -2.69  -0.6832
H13 -2.92 2.77 -0.36  0.2401
C8 2.89 5.94 -0.89  -0.9029
S2 0.71 -1.66 3.50  -0.4491
C9 -3.57 1.92 -0.18  -1.4029
H14 -3.44 -4.47 1.42  0.3891
H15 -5.07 0.00 3.06  0.4024
S3 2.09 2.05 -1.39  1.3998
O3 -0.68 2.46 0.77  -0.3240
H16 -2.09 -1.00 3.50  0.7869
H17 2.28 7.33 0.67  0.3479
H18 -2.11 3.16 2.78  0.4424
P1 2.19 -1.72 -1.29  0.8193
C10 -1.40 -1.56 -1.49  -0.4343
C11 -1.61 0.04 -3.67  -0.6227
H19 -1.97 -3.17 -2.74  0.4896
H20 -5.45 -0.21 1.35  0.3952
H21 2.40 -5.80 -3.06  0.4059
C12 2.50 -5.09 -2.24  -1.2791
H22 -1.28 -2.18 -0.61  -0.0343
O4 3.74 -2.24 -1.29  -0.2042
H23 5.53 -1.30 -1.53  0.3695
O5 1.03 1.23 -0.75  0.7346
H24 -0.24 1.74 3.41  0.4271
H25 -2.12 -1.71 -4.78  0.3902
H26 5.77 -3.22 0.04  0.2907
O6 3.40 1.44 -1.21  -0.7230
H27 0.56 -3.40 1.45  0.5070
H28 -1.14 -4.65 0.37  0.4887
H29 -4.60 2.25 -0.24  0.5465
S4 1.89 -1.05 -3.12  -0.5313
C13 -1.27 0.55 -2.41  -0.4089
H30 1.03 5.61 1.96  0.4383
H31 -0.06 0.14 3.50  -0.0535
Zr1 -0.21 0.43 0.71  -0.7748
H32 -0.92 2.21 -1.36  0.0718
C14 5.42 -2.26 0.41  -1.2002
C15 -5.08 0.51 2.09  -1.6808
C16 -1.98 -1.52 2.55  0.4952
H33 3.41 6.69 -1.48  0.3497
C17 1.45 4.03 0.59  0.2154
N3 -1.17 -0.23 -1.31  1.9202
C18 1.35 -4.10 -2.25  -0.3228
H34 3.30 4.31 -2.24  0.4340
H35 4.44 -0.50 -0.39  0.1378
S5 0.58 2.90 1.51  1.5593
O7 1.38 1.67 1.71  -0.6739
C19 -3.01 2.56 2.95  -1.3138
O8 0.21 3.52 2.78  -0.8480
O9 1.73 2.38 -2.76  -0.8592
C20 -2.68 -3.72 1.63  -0.2254
H36 -2.69 -1.06 0.56  1.2945
C21 -0.59 -2.12 2.46  -0.8873
C22 2.13 3.65 -0.62  -0.7458
H37 2.51 -5.63 -1.29  0.3005
C23 2.23 6.31 0.32  -0.4940
C24 -1.87 -1.30 -3.81  -0.6336